1.
# C24H16BrClF3N4O4ReS2

A molecular structure, C24H16BrClF3N4O4ReS2 (ωB97M-V/def2-TZVPD, the OMol25 dataset).

```
56
Properties=species:S:1:pos:R:3:mulliken_charge:R:1
Re 0.423 -0.594 -0.326 0.96
F -2.157 -6.041 1.608 -0.28
C -1.215 -5.249 1.086 0.64
F -0.946 -5.686 -0.153 -0.22
F -0.102 -5.388 1.818 -0.21
C -1.668 -3.808 1.061 -0.19
C -2.854 -3.410 1.642 -0.07
C -3.238 -2.068 1.640 -1.01
C -2.415 -1.151 1.034 -0.19
N -1.280 -1.553 0.442 -0.29
C -0.870 -2.832 0.463 0.66
S 0.714 -2.969 -0.274 -0.45
H -3.485 -4.152 2.113 0.54
H -4.153 -1.747 2.113 0.43
H -2.630 -0.091 1.012 0.63
S -1.614 -0.592 -6.660 -0.18
C -1.004 -0.637 -5.032 1.41
C 0.338 -0.805 -4.683 -0.56
C 0.693 -0.816 -3.356 -0.83
N -0.200 -0.677 -2.359 -0.11
C -1.496 -0.515 -2.693 -0.23
C -1.930 -0.489 -3.992 -1.06
C -0.158 -0.940 -7.615 -0.02
C 0.660 0.092 -8.049 -0.02
C 1.780 -0.240 -8.800 -0.33
N 2.110 -1.486 -9.125 -0.56
C 1.305 -2.462 -8.709 -0.36
C 0.159 -2.246 -7.957 0.03
H 1.105 -0.927 -5.433 0.37
H 1.726 -0.942 -3.061 0.56
H -2.197 -0.411 -1.876 0.42
H -2.983 -0.355 -4.195 0.43
H 0.434 1.123 -7.814 0.42
H 2.444 0.538 -9.158 0.38
H 1.587 -3.469 -8.991 0.38
H -0.466 -3.073 -7.650 0.42
Cl -0.282 -0.545 4.203 -0.17
C 1.107 0.478 3.776 -0.46
C 1.398 0.571 2.296 0.58
O 2.037 1.491 1.847 -0.52
O 0.845 -0.392 1.572 -0.53
H 1.989 0.075 4.270 0.32
H 0.922 1.481 4.152 0.34
Br 5.944 4.296 -1.604 -0.13
C 4.100 4.139 -1.283 -0.14
C 3.316 5.284 -1.162 -0.09
N 2.006 5.261 -0.929 -0.61
C 1.430 4.072 -0.806 -0.27
C 2.134 2.878 -0.917 0.13
C 3.505 2.902 -1.160 -0.25
C 1.447 1.612 -0.759 1.17
O 0.218 1.501 -0.428 -0.66
O 2.039 0.478 -0.968 -0.74
H 3.774 6.261 -1.255 0.40
H 0.366 4.061 -0.608 0.54
H 4.076 1.987 -1.230 0.60
```

As for the multiplicity: 4. Its expectation value of S² is 3.77. For the calculated total energy, the calculation gives -153812.8832 eV. The value obtained for the highest occupied orbital energy (spin up / spin down) is -0.433 / -0.438 Eh. As for the energy relative to the best compared isomer or geometry (same formula, charge and spin): 0.0 kJ/mol. The value obtained for the LUMO energy (spin up / spin down) is -3.22 / -4.66 eV. The value obtained for the HOMO-LUMO gap (spin up / spin down) is 0.3143 / 0.2670 Ha. Its net charge is +1.

***

2.
# C4H10O2

A single C4H10O2 molecule (ωB97M-V/def2-TZVPD, the OMol25 dataset).

```
16
Properties=species:S:1:pos:R:3:mulliken_charge:R:1
C -0.323 -1.122 1.689 -0.71
O 0.212 -0.022 0.987 -0.47
C -0.253 0.137 -0.357 0.50
C -0.919 1.497 -0.464 -1.42
C 0.979 0.002 -1.271 -0.60
O 1.837 -0.992 -0.773 -0.54
H -1.383 -0.967 1.929 0.30
H -0.216 -2.056 1.122 0.33
H 0.243 -1.208 2.621 0.25
H -0.960 -0.671 -0.595 0.34
H -1.796 1.546 0.188 0.34
H -1.231 1.721 -1.490 0.36
H -0.208 2.266 -0.139 0.35
H 0.681 -0.293 -2.284 0.32
H 1.493 0.977 -1.346 0.29
H 1.844 -0.815 0.182 0.35
```

For the calculated total energy, the calculation gives -8404.4193 eV. The value obtained for the highest occupied orbital energy is -0.366 Eh. As for the energy relative to the best compared isomer or geometry (same formula, charge and spin): 108.8 kJ/mol. The value obtained for the LUMO energy is 1.04 eV. The value obtained for the HOMO-LUMO gap is 0.4040 Ha. The SMILES is CO[C@@H](C)CO. Its net charge is 0.

***

3.
# C4H6ClN3

A single C4H6ClN3 molecule in a non-equilibrium geometry (ωB97M-V/def2-TZVPD, the OMol25 dataset).

```
14
Properties=species:S:1:pos:R:3:mulliken_charge:R:1
C 1.189 -0.920 0.247 -0.06
C 0.130 -1.847 -0.189 -0.14
C -0.383 0.680 1.198 -0.90
C -1.278 0.557 -0.004 0.65
N 0.967 0.163 0.874 -0.55
N -0.982 -1.455 -0.585 -0.57
N -0.938 1.241 -1.152 -0.49
Cl -2.962 0.401 0.319 -0.15
H 2.144 -1.226 0.034 0.47
H 0.320 -2.882 -0.222 0.46
H -0.325 1.719 1.339 0.34
H -0.718 0.057 1.964 0.43
H -0.267 1.964 -0.977 0.27
H -1.688 1.723 -1.593 0.25
```

For the calculated total energy, the calculation gives -21234.6903 eV. The value obtained for the highest occupied orbital energy (spin up / spin down) is -0.295 / -0.295 Eh. As for the energy relative to the best compared isomer or geometry (same formula, charge and spin): 406.5 kJ/mol. The value obtained for the LUMO energy (spin up / spin down) is 0.66 / 0.66 eV. The value obtained for the HOMO-LUMO gap (spin up / spin down) is 0.3189 / 0.3189 Ha. Its net charge is 0.

***

4.
# C34H37HfN9O3

A molecular structure, C34H37HfN9O3 in a non-equilibrium geometry (ωB97M-V/def2-TZVPD, the OMol25 dataset).

```
84
Properties=species:S:1:pos:R:3:mulliken_charge:R:1
Hf 1.863 0.916 0.660 1.71
O 0.036 3.885 2.313 -0.69
C 0.991 3.137 2.207 0.20
N 1.021 1.796 2.336 0.15
C -0.177 1.171 2.874 -1.14
C -0.525 -0.049 2.052 1.09
C -1.729 -0.889 2.536 -0.97
C -0.761 -3.258 1.728 -0.40
C -0.983 -3.086 0.288 -1.47
C -0.497 -2.047 -0.388 -0.24
N 0.166 -0.962 0.213 0.19
C 2.408 3.645 2.119 0.65
C 2.663 4.944 2.540 -0.91
C 3.965 5.311 2.833 -0.41
C 4.954 4.345 2.721 -0.98
C 4.616 3.087 2.246 -0.15
N 3.373 2.726 1.913 -0.13
H -1.012 1.887 2.843 0.53
H 0.014 0.880 3.914 0.42
H -2.138 -0.495 3.469 0.91
H -0.782 -4.289 2.056 0.65
H -1.456 -3.894 -0.245 0.77
H -0.667 -1.950 -1.453 0.47
H 1.825 5.612 2.674 0.54
H 4.195 6.304 3.185 0.46
H 5.970 4.554 3.018 0.45
H 5.385 2.329 2.162 0.55
C 4.977 1.411 -0.539 -0.89
C 4.802 0.112 0.261 -0.87
N 3.588 -0.574 -0.187 -0.28
C 3.639 -1.063 -1.573 -0.91
C 2.295 -0.776 -2.260 -0.71
N 1.701 0.499 -1.816 -0.28
C 2.055 1.681 -2.617 -0.48
C 3.393 2.311 -2.194 -0.84
N 3.683 2.094 -0.763 -0.27
H 5.438 1.172 -1.502 0.54
H 5.680 2.064 -0.022 0.47
H 4.676 0.319 1.330 0.43
H 5.697 -0.507 0.121 0.45
H 3.410 -1.362 0.438 0.47
H 3.829 -2.140 -1.617 0.57
H 4.449 -0.571 -2.109 0.23
H 1.604 -1.578 -1.995 0.15
H 2.433 -0.785 -3.345 0.67
H 0.694 0.385 -1.927 0.22
H 1.260 2.417 -2.482 0.04
H 2.103 1.434 -3.684 0.55
H 3.347 3.379 -2.421 0.52
H 4.196 1.891 -2.803 0.31
H 3.730 3.009 -0.320 0.35
C -5.783 -4.344 -4.284 -0.78
O -6.621 -3.542 -3.470 -0.37
C -6.247 -3.123 -2.277 0.91
C -7.128 -2.230 -1.624 -0.70
C -6.782 -1.634 -0.447 -0.23
C -5.504 -1.869 0.114 -0.22
C -4.681 -2.863 -0.464 -0.27
C -5.046 -3.484 -1.626 -0.56
N -5.115 -1.062 1.115 -1.49
N -4.007 -0.983 1.624 0.44
C -2.765 -0.752 1.440 0.37
C -1.184 -2.288 2.819 -0.76
C 0.255 -2.372 2.396 -1.39
C 0.579 -1.081 1.675 0.98
O 1.875 -0.675 1.764 -0.89
C -0.781 0.227 0.562 1.53
N -0.211 1.398 -0.031 -0.63
C -0.928 1.981 -1.000 -0.38
C -2.189 1.599 -1.417 -2.12
C -2.892 0.640 -0.674 -0.53
C -2.237 -0.006 0.341 0.40
H -6.121 -4.186 -5.308 0.26
H -5.896 -5.400 -4.028 0.34
H -4.733 -4.059 -4.201 0.33
H -8.070 -2.011 -2.097 0.46
H -7.439 -0.935 0.042 0.47
H -3.754 -3.123 0.027 0.51
H -4.417 -4.259 -2.037 0.51
H -1.505 -2.731 3.749 0.59
H 1.045 -2.769 3.012 0.54
H -0.480 2.866 -1.438 0.93
H -2.686 2.140 -2.204 0.46
H -3.948 0.494 -0.845 0.60
```

For the calculated total energy, the calculation gives -56704.5518 eV. The value obtained for the highest occupied orbital energy is -0.454 Eh. As for the energy relative to the best compared isomer or geometry (same formula, charge and spin): 520.5 kJ/mol. The value obtained for the LUMO energy is -6.29 eV. The value obtained for the HOMO-LUMO gap is 0.2222 Ha. Its net charge is +2.